Entry 1:
Computed, not measured: an isolated molecule of C5H4N2, with ωB97M-V/def2-TZVPD.

Last column: natural (NBO) charge in e.
Element x y z (Å)
C (-2.53646, 0.51375, 1.38585)  -0.331
C (-1.54018, 0.05725, 0.80281)  0.006
C (-0.33361, -0.22098, 0.14835)  -0.023
C (0.96589, -0.04764, 0.59024)  -0.253
C (1.74456, -0.23988, -0.55931)  -0.068
N (0.99357, -0.51253, -1.62683)  -0.214
N (-0.25254, -0.47750, -1.18444)  -0.282
H (-2.09708, 1.53352, 1.31784)  0.284
H (1.26541, 0.21827, 1.59447)  0.243
H (2.81894, -0.18986, -0.65834)  0.218
H (-1.02851, -0.63439, -1.81065)  0.420

Results
Gap between HOMO and LUMO in eV: 9.525
Relative energy (zero: lowest compared OMol25 entry of this formula, charge and spin) in kcal/mol: 80.2
LUMO energy in eV: -0.06
Total charge: 0
SMILES string: C#Cc1ccn[nH]1

***

Entry 2:
Computed, not measured: an isolated molecule of C5H4N2, with ωB97M-V/def2-TZVPD.

Last column: natural (NBO) charge in e.
Element x y z (Å)
C (1.32121, -2.46376, -1.13012)  -0.213
C (0.84195, -1.43798, -0.73799)  -0.026
C (0.28284, -0.22756, -0.23287)  -0.024
C (-0.82601, -0.14154, 0.57716)  -0.050
C (-0.03361, 1.82753, 0.09794)  0.173
H (1.84549, -3.33478, -1.44677)  0.233
H (-1.44652, -0.91585, 1.01827)  0.225
H (-1.72378, 1.57248, 1.43223)  0.425
H (-0.01186, 2.91562, 0.11825)  0.195
N (-0.99808, 1.16870, 0.83019)  -0.527
N (0.74836, 1.03714, -0.52627)  -0.411

Results
Gap between HOMO and LUMO in eV: 9.267
Relative energy (zero: lowest compared OMol25 entry of this formula, charge and spin) in kcal/mol: 33.0
LUMO energy in eV: 0.74
Total charge: 0
SMILES string: C#Cc1c[nH]cn1

***

Entry 3:
Computed, not measured: an isolated molecule of C5H4N2, with ωB97M-V/def2-TZVPD.

Last column: natural (NBO) charge in e.
Element x y z (Å)
C (0.21885, -1.94979, 2.42023)  0.220
C (0.03364, -1.10474, 1.46476)  -0.603
C (0.10503, -0.43007, 0.18359)  -0.183
C (0.86646, 0.68144, -0.09238)  -0.031
N (0.35531, 1.19401, -1.22993)  -0.322
N (-0.70067, 0.51583, -1.69976)  -0.245
C (-0.87328, -0.46773, -0.83335)  -0.038
H (-0.66512, -0.41810, 1.99272)  0.339
H (1.68145, 1.13768, 0.45356)  0.231
H (0.67435, 2.00751, -1.72785)  0.412
H (-1.69602, -1.16604, -0.93160)  0.219

Results
Gap between HOMO and LUMO in eV: 9.800
Relative energy (zero: lowest compared OMol25 entry of this formula, charge and spin) in kcal/mol: 98.6
LUMO energy in eV: 0.06
Total charge: 0

***

Entry 4:
Computed, not measured: an isolated molecule of C5H4N2, with ωB97M-V/def2-TZVPD.

Last column: natural (NBO) charge in e.
Element x y z (Å)
C (-0.39166, -1.13602, 0.12124)  -0.669
C (0.24908, 0.11358, 0.38750)  -0.029
C (0.27147, 1.25897, -0.41329)  -0.259
C (-0.20110, 0.89664, -1.76465)  0.246
C (0.68769, 0.47796, 1.66958)  0.228
H (-1.37241, -1.14857, 0.68724)  0.259
H (-0.50071, -1.39053, -1.02084)  0.273
H (0.21820, -1.93402, 0.39505)  0.245
H (0.48912, 2.28071, -0.09636)  0.269
N (-0.53236, 0.16442, -2.77304)  -0.311
N (1.08267, 0.41687, 2.80757)  -0.251

Results
Gap between HOMO and LUMO in eV: 8.999
Relative energy (zero: lowest compared OMol25 entry of this formula, charge and spin) in kcal/mol: 66.2
LUMO energy in eV: -1.19
Total charge: 0
SMILES string: C/C(C#N)=C\C#N